A structure of composition C6H13N at a distorted geometry, computed with ωB97M-V/def2-TZVPD.

Geometry as XYZ:
```
20
Properties=species:S:1:pos:R:3:mulliken_charge:R:1
C 1.454 0.834 1.347 -1.54
C 0.571 1.035 0.143 0.94
C -0.715 1.842 0.433 -1.48
C -0.011 -0.341 -0.377 0.26
C -0.377 -0.383 -1.736 -1.21
C -0.512 -2.493 -0.073 -0.88
N 0.086 -1.253 0.524 -0.52
H 2.082 -0.042 1.160 0.37
H 1.079 0.664 2.365 0.31
H 2.158 1.629 1.634 0.39
H 1.149 1.496 -0.662 0.32
H -1.220 2.040 -0.522 0.34
H -0.655 2.826 0.904 0.39
H -1.381 1.222 1.043 0.36
H 0.169 -0.991 -2.453 0.27
H -0.613 0.558 -2.224 0.35
H -1.452 -2.286 -0.602 0.26
H 0.216 -2.881 -0.789 0.29
H -0.760 -3.180 0.735 0.34
H -1.268 -0.298 -0.849 0.44
```

Output
ΔE to the lowest compared entry with this formula, charge and spin: 384.29 kJ/mol
Total charge: 0
LUMO: 0.82 eV
Spin multiplicity: 1
Largest force on an atom: 7.81 eV Å⁻¹
Frontier orbital gap: 9.58 eV
E_tot: -291.0124 Eh

***

A cluster of 2 separate species, C6H13N in total at a distorted geometry, computed with ωB97M-V/def2-TZVPD.

Geometry as XYZ:
```
20
Properties=species:S:1:pos:R:3:mulliken_charge:R:1
C 1.512 -2.695 -0.456 -0.65
C -0.913 1.334 1.710 -1.18
C -0.614 -0.554 -0.981 -0.87
C -1.395 1.853 -1.387 -0.87
C -0.006 1.263 0.466 -0.46
C -0.705 0.889 -0.759 0.89
N 2.280 -2.306 0.468 -0.18
H 1.892 -3.327 -1.141 0.16
H -1.465 0.446 1.560 0.34
H -0.340 1.137 2.631 0.31
H -1.628 2.072 1.696 0.41
H -1.388 -1.107 -0.558 0.33
H 0.228 -1.101 -0.591 -0.06
H -0.703 -0.935 -2.003 0.41
H 1.805 -1.835 1.256 0.26
H -1.881 1.722 -2.458 0.23
H -1.325 2.893 -1.016 0.26
H 0.589 2.246 0.473 0.35
H 0.767 0.505 0.558 0.10
H 3.290 -2.501 0.531 0.22
```

Output
ΔE to the lowest compared entry with this formula, charge and spin: 429.34 kJ/mol
Total charge: 0
LUMO: 0.77 eV
Spin multiplicity: 1
Largest force on an atom: 3.91 eV Å⁻¹
Frontier orbital gap: 8.70 eV
E_tot: -290.9952 Eh

***

The molecule C6H13N, computed with ωB97M-V/def2-TZVPD.

Geometry as XYZ:
```
20
Properties=species:S:1:pos:R:3:mulliken_charge:R:1
C 0.305 -0.963 1.989 -1.47
C 0.691 -0.336 0.671 0.19
N 0.128 -0.900 -0.537 -0.41
C 1.003 -1.112 -1.673 -0.98
C -0.314 0.436 -0.125 1.39
C 0.057 1.714 -0.871 -1.47
C -1.759 0.477 0.411 -1.84
H 0.933 -1.828 2.228 0.36
H 0.391 -0.232 2.802 0.30
H -0.734 -1.301 1.940 0.39
H 1.736 -0.008 0.606 0.39
H 0.416 -1.111 -2.598 0.29
H 1.822 -0.380 -1.780 0.36
H 1.454 -2.107 -1.571 0.30
H -0.831 2.328 -0.751 0.43
H 0.902 2.279 -0.462 0.30
H 0.216 1.585 -1.950 0.32
H -2.235 -0.497 0.289 0.40
H -2.395 1.215 -0.094 0.50
H -1.787 0.740 1.476 0.26
```

Output
Structure (SMILES): C[C@H]1N(C)C1(C)C
ΔE to the lowest compared entry with this formula, charge and spin: 103.65 kJ/mol
Total charge: 0
LUMO: 1.09 eV
Spin multiplicity: 1
Largest force on an atom: 0.57 eV Å⁻¹
Frontier orbital gap: 9.80 eV
E_tot: -291.1193 Eh

***

The molecule C6H13N at a distorted geometry, computed with ωB97M-V/def2-TZVPD.

Geometry as XYZ:
```
20
Properties=species:S:1:pos:R:3:mulliken_charge:R:1
C -0.310 1.866 -2.134 -1.38
C 0.322 1.442 -0.796 -0.35
C -0.726 1.129 0.287 -0.66
C -0.785 -0.322 0.721 -0.61
C 0.180 -1.226 0.852 0.89
C -0.120 -2.655 1.240 -1.31
N 1.529 -0.873 0.980 -0.48
H -1.199 2.474 -1.964 0.36
H -0.574 0.964 -2.698 0.31
H 0.351 2.418 -2.802 0.35
H 1.007 2.255 -0.525 0.31
H 0.969 0.583 -0.985 0.36
H -0.392 1.650 1.194 0.23
H -1.686 1.397 -0.139 0.39
H -1.792 -0.547 1.067 0.22
H -1.176 -2.757 1.504 0.31
H -0.021 -3.393 0.438 0.29
H 0.467 -3.011 2.087 0.36
H 2.216 -1.508 0.670 0.18
H 1.740 0.112 1.002 0.23
```

Output
Structure (SMILES): CCC/C=C(/C)N
ΔE to the lowest compared entry with this formula, charge and spin: 74.88 kJ/mol
Total charge: 0
LUMO: 1.10 eV
Spin multiplicity: 1
Largest force on an atom: 2.08 eV Å⁻¹
Frontier orbital gap: 8.90 eV
E_tot: -291.1302 Eh

***

The ion C6H13N with charge +1 at a distorted geometry, computed with ωB97M-V/def2-TZVPD.

Geometry as XYZ:
```
20
Properties=species:S:1:pos:R:3:lowdin_spin:R:1
C -0.748 1.025 0.302 0.02
C -0.810 -0.386 0.875 0.00
C 0.246 -0.755 1.876 0.00
C -0.063 -0.998 3.141 0.00
C -0.396 1.050 -1.193 0.09
N 0.863 0.458 -1.636 0.68
C 0.819 -0.428 -2.789 0.07
H 0.027 1.648 0.737 0.00
H -1.677 1.567 0.517 0.00
H -1.837 -0.660 1.184 0.00
H -0.805 -1.183 0.107 0.00
H 1.285 -0.666 1.586 0.00
H 0.604 -1.165 3.990 0.00
H -1.088 -0.878 3.498 0.00
H -1.222 0.552 -1.731 0.01
H -0.484 2.101 -1.501 0.05
H 1.592 0.214 -0.964 0.01
H -0.191 -0.488 -3.186 0.00
H 1.008 -1.442 -2.386 0.03
H 1.456 -0.080 -3.610 0.03
```

Output
ΔE to the lowest compared entry with this formula, charge and spin: 207.51 kJ/mol
Total charge: +1
LUMO (spin up / spin down): -3.05 / -7.89 eV
<S²>: 0.75
Spin multiplicity: 2
Largest force on an atom: 1.90 eV Å⁻¹
Frontier orbital gap (spin up / spin down): 10.10 / 5.25 eV
E_tot: -290.7997 Eh

***

The ion C6H13N with charge +1 at a distorted geometry, computed with ωB97M-V/def2-TZVPD.

Geometry as XYZ:
```
20
Properties=species:S:1:pos:R:3:lowdin_spin:R:1
C -0.604 0.427 1.761 0.01
C -1.167 -0.123 0.426 0.04
C -0.064 -0.646 -0.397 0.27
C -0.044 -1.956 -0.944 0.50
C 0.989 0.264 -0.892 0.05
C 0.415 1.457 -1.750 0.02
N 0.296 -0.374 2.580 0.00
H -0.026 1.328 1.522 0.00
H -1.410 0.909 2.319 0.00
H -1.821 0.479 -0.223 0.02
H -1.938 -0.899 0.574 0.00
H -0.828 -2.695 -0.920 0.02
H 0.895 -2.179 -1.434 0.02
H 1.678 0.651 -0.127 0.02
H 1.748 -0.199 -1.531 0.00
H 0.701 2.406 -1.303 0.00
H -0.653 1.508 -1.543 0.00
H 0.493 1.315 -2.816 0.00
H 0.120 -1.378 2.523 0.00
H 1.220 -0.294 2.174 0.00
```

Output
ΔE to the lowest compared entry with this formula, charge and spin: 261.28 kJ/mol
Total charge: +1
LUMO (spin up / spin down): -4.94 / -8.53 eV
<S²>: 0.75
Spin multiplicity: 2
Largest force on an atom: 2.38 eV Å⁻¹
Frontier orbital gap (spin up / spin down): 8.86 / 5.26 eV
E_tot: -290.7792 Eh

***

A cluster of 3 separate species, C6H13N in total at a distorted geometry, computed with ωB97M-V/def2-TZVPD.

Geometry as XYZ:
```
20
Properties=species:S:1:pos:R:3:lowdin_spin:R:1
C 1.668 -0.985 -0.682 0.07
N 2.267 -1.148 0.601 0.66
C -2.273 -0.922 0.135 0.00
C -2.229 0.174 0.826 0.12
C 1.817 -0.031 1.400 0.07
C 0.862 0.823 0.561 -0.01
C 1.341 0.502 -0.850 0.01
H 2.281 -1.376 -1.489 0.01
H 0.667 -1.471 -0.684 0.04
H -3.037 -1.371 -0.486 0.00
H -1.319 -1.371 0.484 0.00
H -3.551 1.213 -2.083 0.00
H -4.209 1.536 -2.230 0.00
H -1.842 0.188 1.848 0.01
H 2.719 0.553 1.630 0.02
H 1.381 -0.399 2.332 0.02
H 0.782 1.872 0.829 0.00
H -0.124 0.320 0.613 0.00
H 2.197 1.115 -1.149 0.00
H 0.603 0.779 -1.606 0.00
```

Output
ΔE to the lowest compared entry with this formula, charge and spin: 764.95 kJ/mol
Total charge: +1
LUMO (spin up / spin down): -8.83 / -8.07 eV
<S²>: 0.77
Spin multiplicity: 2
Largest force on an atom: 3.45 eV Å⁻¹
Frontier orbital gap (spin up / spin down): 3.64 / 5.53 eV
E_tot: -290.5874 Eh

***

A cluster of 2 separate species, C6H13N2 in total, computed with ωB97M-V/def2-TZVPD.

Geometry as XYZ:
```
21
Properties=species:S:1:pos:R:3:mulliken_charge:R:1
C -1.370 -2.727 -1.317 0.20
C -1.530 -3.428 -2.423 -0.73
C -0.904 -0.554 -0.394 -0.16
N -1.047 -1.337 -1.390 -0.05
H -1.463 -3.106 -0.312 0.27
H -1.418 -2.982 -3.405 0.25
H -1.774 -4.477 -2.359 0.26
H -0.648 0.486 -0.552 0.32
H -1.042 -0.969 0.597 0.24
H -0.920 -0.967 -2.331 0.34
C 1.581 1.742 -0.394 -1.22
C 0.791 2.003 0.870 -0.38
C 1.228 1.683 2.086 -0.06
N 0.647 2.065 3.287 -0.50
H 1.877 0.688 -0.477 0.33
H 1.011 2.023 -1.283 0.36
H 2.499 2.327 -0.434 0.34
H -0.142 2.556 0.776 0.36
H 2.176 1.165 2.199 0.36
H 0.752 1.408 4.046 0.24
H -0.303 2.400 3.212 0.22
```

Output
ΔE to the lowest compared entry with this formula, charge and spin: 237.10 kJ/mol
Total charge: +1
LUMO: -5.24 eV
Spin multiplicity: 1
Largest force on an atom: 0.40 eV Å⁻¹
Frontier orbital gap: 5.84 eV
E_tot: -345.6057 Eh

***

The ion C6H13N2 with charge +1 at a distorted geometry, computed with ωB97M-V/def2-TZVPD.

Geometry as XYZ:
```
21
Properties=species:S:1:pos:R:3:mulliken_charge:R:1
C 0.754 1.528 0.874 -1.32
C 0.151 0.526 -0.070 -0.05
C -1.380 -0.173 0.500 -0.09
C -2.459 0.208 -0.496 -1.16
N -0.940 -1.558 0.709 -0.04
C 0.282 -1.711 0.182 -0.12
N 0.943 -0.636 -0.167 0.01
C 2.267 -0.501 -0.653 -1.00
H 1.826 1.392 0.985 0.39
H 0.312 1.431 1.819 0.41
H 0.438 2.533 0.651 0.36
H 0.040 0.868 -1.037 0.54
H -1.696 0.191 1.506 0.38
H -3.315 -0.186 0.125 0.37
H -2.303 -0.267 -1.461 0.32
H -2.370 1.276 -0.595 0.33
H -1.568 -2.256 0.949 0.18
H 0.946 -2.645 0.336 0.35
H 2.328 0.516 -0.880 0.38
H 2.173 -0.948 -1.714 0.39
H 3.005 -0.850 0.019 0.37
```

Output
Structure (SMILES): C[C@@H]1[C@@H](C)NC=[N+]1C
ΔE to the lowest compared entry with this formula, charge and spin: 152.56 kJ/mol
Total charge: +1
LUMO: -3.43 eV
Spin multiplicity: 1
Largest force on an atom: 4.53 eV Å⁻¹
Frontier orbital gap: 10.66 eV
E_tot: -345.6379 Eh

***

A cluster of 2 separate species, C6H13N2 in total at a distorted geometry, computed with ωB97M-V/def2-TZVPD.

Geometry as XYZ:
```
21
Properties=species:S:1:pos:R:3:mulliken_charge:R:1
C -2.303 -0.277 -0.003 0.33
C -0.029 0.265 0.704 -0.65
C 1.505 0.580 0.365 1.11
C -1.904 -0.524 -1.383 -0.96
C 2.476 0.990 1.558 -1.37
C 1.759 0.959 -1.049 -1.12
N 0.805 -0.688 0.587 -0.13
N -2.865 -1.297 0.550 -0.33
H -2.658 0.652 0.436 0.38
H -2.007 0.312 -2.120 0.29
H -2.395 -1.476 -1.808 0.33
H -0.806 -0.907 -1.378 0.26
H 2.176 0.570 2.418 0.44
H 2.553 2.114 1.614 0.32
H 3.424 0.607 1.323 0.39
H 1.026 0.425 -1.676 0.21
H 2.770 0.846 -1.345 0.38
H 1.410 2.022 -1.068 0.31
H 0.983 -1.735 0.594 0.27
H -3.070 -1.178 1.548 0.30
H -2.851 -2.262 0.130 0.25
```

Output
ΔE to the lowest compared entry with this formula, charge and spin: 446.38 kJ/mol
Total charge: +1
LUMO: -4.14 eV
Spin multiplicity: 1
Largest force on an atom: 5.46 eV Å⁻¹
Frontier orbital gap: 8.72 eV
E_tot: -345.5260 Eh

***

The ion C6H13N2O with charge +1 at a distorted geometry, computed with ωB97M-V/def2-TZVPD.

Geometry as XYZ:
```
22
Properties=species:S:1:pos:R:3:mulliken_charge:R:1
C 0.828 1.005 0.275 0.03
C 0.503 -0.097 -1.758 -0.88
C -0.711 -0.658 -1.051 0.12
C -1.619 -0.258 2.351 -1.05
C 2.658 0.926 -1.242 -0.78
C -2.052 0.131 0.951 -0.69
N -1.095 0.408 -0.132 -0.22
N 1.340 0.618 -0.819 0.15
O -0.328 -1.813 -0.451 -0.53
H 1.341 1.422 1.123 0.35
H 0.975 -0.987 -2.048 0.44
H 0.168 0.585 -2.502 0.48
H -1.484 -0.613 -1.871 0.37
H -2.324 -0.928 2.930 0.33
H -0.537 -0.531 2.477 0.31
H -1.901 0.641 2.932 0.34
H 3.224 1.662 -0.590 0.30
H 2.591 1.116 -2.390 0.31
H 3.382 0.013 -1.142 0.34
H -2.628 -0.642 0.388 0.48
H -2.520 1.094 0.952 0.44
H -0.815 -1.975 0.307 0.36
```

Output
ΔE to the lowest compared entry with this formula, charge and spin: 525.97 kJ/mol
Total charge: +1
LUMO: -4.25 eV
Spin multiplicity: 1
Largest force on an atom: 5.08 eV Å⁻¹
Frontier orbital gap: 9.55 eV
E_tot: -420.7527 Eh

***

A structure of composition C6H13N2O2S at a distorted geometry, computed with ωB97M-V/def2-TZVPD.

Geometry as XYZ:
```
24
Properties=species:S:1:pos:R:3:mulliken_charge:R:1
C -1.361 1.238 0.661 0.35
C -0.100 -1.676 1.091 -1.87
C 1.511 0.141 1.636 -2.11
C 1.623 -0.860 -0.577 -1.61
C -0.181 0.693 -0.102 0.12
C 0.572 -0.428 0.539 1.45
N -1.852 0.430 -2.298 -0.65
N -1.531 -0.281 -1.182 -0.33
O -1.882 2.323 0.071 -0.52
O -2.031 0.620 1.475 -0.63
S 0.704 1.846 -1.179 -0.34
H 0.620 -2.242 1.732 0.43
H -1.005 -1.417 1.615 0.35
H -0.401 -2.332 0.383 0.45
H 2.147 1.011 1.324 0.27
H 0.900 0.346 2.373 0.63
H 2.283 -0.555 1.842 0.55
H 1.089 -1.271 -1.446 0.30
H 2.099 0.071 -0.962 0.43
H 2.432 -1.474 -0.137 0.42
H -0.975 0.963 -2.702 0.29
H -2.585 1.215 -2.054 0.31
H -0.845 -0.949 -1.491 0.32
H -1.231 2.587 -0.611 0.39
```

Output
ΔE to the lowest compared entry with this formula, charge and spin: 89.17 kJ/mol
Total charge: -1
LUMO: 3.45 eV
Spin multiplicity: 1
Largest force on an atom: 5.31 eV Å⁻¹
Frontier orbital gap: 7.20 eV
E_tot: -894.5696 Eh